[1]
DFT (the ωB97M-V functional and the def2-TZVPD basis) results for a cluster of 5 separate species, C12H37N2O7 in total at a distorted geometry.

Last column: Löwdin charge in e.
Atoms and positions in Å:
O  16.652  -11.098  5.898  0.136
H  16.926  -10.633  5.010  0.082
H  16.340  -12.043  5.746  0.089
H  15.830  -10.639  6.258  0.089
C  12.759  -12.721  5.035  -0.041
C  13.868  -13.264  4.146  -0.398
C  14.000  -12.426  2.892  -0.229
O  15.000  -12.940  2.068  -0.179
C  14.968  -12.432  0.762  -0.106
N  15.161  -13.223  4.864  0.062
H  12.956  -11.700  5.371  0.063
H  12.751  -13.307  5.957  0.080
H  11.810  -12.762  4.505  0.087
H  13.602  -14.292  3.870  0.146
H  14.166  -11.378  3.197  0.119
H  13.026  -12.392  2.379  0.135
H  15.729  -12.904  0.144  0.094
H  15.149  -11.344  0.738  0.085
H  14.003  -12.585  0.259  0.096
H  15.834  -13.575  4.176  0.083
H  15.175  -13.969  5.572  0.046
C  17.866  -9.735  1.367  -0.045
C  17.516  -10.518  2.630  -0.401
C  18.360  -11.754  2.751  -0.206
O  18.001  -12.446  3.919  -0.220
C  18.807  -13.600  4.123  -0.067
N  17.627  -9.666  3.863  0.059
H  17.929  -10.382  0.495  0.085
H  18.854  -9.283  1.519  0.087
H  17.191  -8.892  1.224  0.083
H  16.456  -10.791  2.616  0.118
H  19.418  -11.466  2.831  0.142
H  18.225  -12.377  1.862  0.136
H  18.714  -14.285  3.270  0.098
H  18.394  -14.117  4.987  0.078
H  19.854  -13.320  4.264  0.098
H  18.482  -9.114  3.787  0.110
H  16.901  -8.959  3.722  0.083
C  16.145  -15.896  7.128  -0.216
C  16.471  -14.873  8.184  -0.227
O  16.184  -13.556  7.731  -0.073
O  14.799  -15.645  6.690  -0.091
H  16.243  -16.918  7.499  0.127
H  16.813  -15.751  6.270  0.112
H  17.511  -14.981  8.487  0.128
H  15.892  -15.050  9.098  0.128
H  15.224  -13.526  7.650  0.076
H  14.583  -16.237  5.963  0.101
C  13.692  -8.516  5.680  -0.199
C  14.556  -8.621  6.900  -0.174
O  14.645  -10.034  7.290  -0.089
O  14.528  -8.856  4.543  -0.095
H  13.375  -7.485  5.507  0.129
H  12.843  -9.193  5.741  0.120
H  14.183  -8.030  7.738  0.131
H  15.584  -8.270  6.774  0.130
H  14.360  -10.091  8.206  0.111
H  14.023  -8.654  3.748  0.090

energy = -1115.3361 hartree
HOMO level = -12.6 eV
total charge = +1
energy relative to the best compared isomer or geometry (same formula, charge and spin) = 0.0000 eV
LUMO = -2.0 eV

---

[2]
DFT (the ωB97M-V functional and the def2-TZVPD basis) results for the ion C22H39N2O4 with charge +1.

Last column: Löwdin charge in e.
Atoms and positions in Å:
C  6.307  0.878  0.350  -0.104
N  4.868  0.816  0.167  -0.283
C  4.211  0.383  1.384  -0.092
H  3.151  0.234  1.195  0.058
H  4.639  -0.568  1.697  0.085
H  4.325  1.103  2.208  0.097
C  4.339  2.076  -0.329  -0.172
H  5.054  2.475  -1.048  0.121
C  2.995  1.887  -1.048  -0.112
H  2.858  0.830  -1.290  0.118
H  2.968  2.482  -1.963  0.132
O  1.889  2.354  -0.271  0.030
C  1.019  1.503  0.232  -0.473
O  1.109  0.293  0.112  0.021
C  -0.094  2.214  0.958  -0.009
H  0.071  3.287  0.858  0.137
H  -0.037  1.947  2.016  0.144
C  -1.490  1.836  0.418  -0.406
C  -1.787  0.370  0.734  -0.067
H  -1.020  -0.243  0.262  0.105
C  -3.163  -0.036  0.206  -0.401
C  -3.206  0.179  -1.308  -0.079
C  -2.928  1.650  -1.623  -0.270
C  -3.991  2.524  -0.961  -0.109
C  -3.942  2.312  0.550  -0.273
C  -2.562  2.706  1.080  -0.084
H  -2.373  3.759  0.863  0.132
H  -2.529  2.576  2.164  0.132
C  -4.225  0.842  0.869  -0.085
H  -5.217  0.570  0.505  0.134
H  -4.211  0.693  1.951  0.131
H  -4.701  2.934  1.032  0.147
H  -3.809  3.574  -1.197  0.125
H  -4.980  2.263  -1.343  0.125
C  -1.547  2.041  -1.099  -0.075
H  -1.342  3.086  -1.338  0.138
H  -0.784  1.431  -1.589  0.128
H  -2.957  1.795  -2.708  0.146
H  -2.464  -0.455  -1.799  0.123
H  -4.189  -0.097  -1.693  0.134
C  -3.432  -1.528  0.557  -0.005
C  -2.215  -2.352  0.308  -0.444
O  -1.835  -2.733  -0.786  0.106
O  -1.547  -2.601  1.433  0.032
C  -0.397  -3.449  1.436  -0.093
H  -0.690  -4.436  1.060  0.135
C  0.809  -2.899  0.673  -0.081
N  0.742  -3.200  -0.780  -0.210
C  1.556  -2.261  -1.566  0.007
H  1.382  -2.421  -2.627  0.114
H  2.613  -2.412  -1.348  0.117
H  1.292  -1.238  -1.305  0.074
C  1.115  -4.585  -1.091  0.004
H  0.967  -4.775  -2.152  0.114
H  0.507  -5.290  -0.530  0.102
H  2.165  -4.752  -0.848  0.113
H  -0.293  -3.061  -1.017  0.125
H  0.850  -1.812  0.799  0.119
H  1.726  -3.328  1.082  0.148
H  -0.147  -3.537  2.495  0.146
H  -4.250  -1.897  -0.062  0.146
H  -3.696  -1.609  1.611  0.138
H  -1.740  0.204  1.813  0.148
H  4.209  2.824  0.471  0.135
H  6.611  1.619  1.102  0.092
H  6.663  -0.101  0.666  0.083
H  6.780  1.125  -0.598  0.085

energy = -1272.0116 hartree
HOMO level = -11.0 eV
total charge = +1
energy relative to the best compared isomer or geometry (same formula, charge and spin) = 0.0382 eV
LUMO = -2.1 eV
SMILES string = CN(C)CCOC(=O)C[C@@]12C[C@H]3C[C@@H](C1)C[C@](CC(=O)OCC[NH+](C)C)(C3)C2

---

[3]
DFT (the ωB97M-V functional and the def2-TZVPD basis) results for a cluster of 2 separate species, C4H2FN3 in total at a distorted geometry.

Last column: Löwdin charge in e.
Atoms and positions in Å:
C  -0.199  0.788  1.207  -0.144
C  -1.052  0.760  -0.696  -0.299
C  1.337  -1.774  -1.097  -0.292
C  0.131  0.570  -0.024  -0.091
N  -0.635  1.446  2.116  0.242
N  -1.771  0.822  -1.582  0.172
N  2.142  -2.065  -0.318  0.190
F  0.317  -1.556  -1.947  0.124
H  0.944  -0.090  -0.403  0.070
H  -1.215  1.100  2.744  0.028

energy = -417.5890 hartree
HOMO level = -9.8 eV
total charge = 0
energy relative to the best compared isomer or geometry (same formula, charge and spin) = 1.3770 eV
LUMO = 0.0 eV
SMILES string = N#CC=C=N.N#CF

---

[4]
DFT (the ωB97M-V functional and the def2-TZVPD basis) results for a structure of composition C31H23BrF4IrNO7PSe at a distorted geometry.

Last column: Löwdin charge in e.
Atoms and positions in Å:
Ir  0.903  -2.080  -1.011  1.408
F  -2.815  4.307  -5.550  0.120
C  -2.402  3.568  -4.518  -0.140
C  -1.986  4.174  -3.355  -0.137
F  -2.035  5.506  -3.247  0.115
C  -1.543  3.401  -2.297  -0.212
F  -1.246  4.066  -1.178  0.109
C  -1.486  2.015  -2.365  -0.323
P  -0.687  0.925  -1.067  1.139
C  -1.985  1.122  0.244  -0.326
C  -3.304  1.453  -0.078  -0.081
C  -4.290  1.516  0.900  -0.087
C  -3.981  1.243  2.225  -0.102
C  -2.686  0.863  2.554  -0.088
C  -1.707  0.788  1.574  -0.128
C  0.615  2.168  -0.553  -0.339
C  0.725  2.710  0.727  -0.125
C  1.674  3.686  1.011  -0.107
C  2.539  4.136  0.027  -0.094
C  2.458  3.583  -1.244  -0.069
C  1.509  2.611  -1.531  -0.090
C  -2.008  1.426  -3.524  -0.595
Br  -2.289  -0.431  -3.610  0.896
C  -2.438  2.191  -4.587  -0.260
F  -2.923  1.628  -5.699  0.073
H  -3.580  1.655  -1.105  0.098
H  -5.305  1.771  0.620  0.098
H  -4.746  1.305  2.988  0.094
H  -2.442  0.608  3.579  0.101
H  -0.722  0.418  1.836  0.091
H  0.047  2.408  1.511  0.085
H  1.724  4.106  2.012  0.101
H  3.265  4.911  0.245  0.095
H  3.132  3.911  -2.026  0.103
H  1.454  2.197  -2.531  0.085
O  2.319  -5.907  -0.166  0.066
C  1.982  -4.737  -0.225  -0.610
O  1.218  -4.185  -1.089  -0.125
C  2.419  -3.806  0.869  -0.177
C  2.977  -4.334  2.047  0.019
C  3.199  -3.503  3.095  0.007
C  2.871  -2.132  2.980  -0.150
C  2.999  -1.231  4.063  -0.040
C  2.706  0.089  3.897  -0.069
C  2.298  0.570  2.632  -0.050
C  2.140  -0.279  1.575  0.001
C  2.392  -1.658  1.740  -0.167
N  2.166  -2.534  0.701  0.061
H  3.187  -5.394  2.066  0.122
H  3.625  -3.865  4.025  0.119
H  3.321  -1.617  5.023  0.110
H  2.780  0.774  4.732  0.103
H  2.105  1.625  2.502  0.080
H  1.825  0.075  0.598  0.081
C  -2.408  -2.865  -0.589  -0.067
C  -1.541  -2.531  0.619  -0.534
C  -0.986  -3.807  1.245  -0.054
O  -0.519  -1.614  0.275  -0.441
H  -3.181  -3.593  -0.325  0.078
H  -1.778  -3.282  -1.380  0.072
H  -2.886  -1.960  -0.972  0.044
H  -2.161  -2.022  1.367  0.126
H  -0.453  -4.384  0.489  0.060
H  -1.798  -4.419  1.649  0.080
H  -0.295  -3.558  2.058  0.077
O  2.364  -0.684  -1.855  -0.557
Se  1.627  -0.716  -3.381  0.770
O  2.687  -0.773  -4.586  -0.439
O  0.750  -2.144  -3.136  -0.564
O  0.612  0.537  -3.520  -0.542

energy = -7597.0932 hartree
HOMO level (spin up / spin down) = -5.5 / -5.5 eV
total charge = -1
energy relative to the best compared isomer or geometry (same formula, charge and spin) = 2.7443 eV
LUMO (spin up / spin down) = 1.5 / 1.5 eV

---

[5]
DFT (the ωB97M-V functional and the def2-TZVPD basis) results for the molecule H4N2S2 at a distorted geometry.

Last column: Löwdin charge in e.
Atoms and positions in Å:
N  0.247  -1.173  0.127  -0.119
N  -0.178  0.120  0.350  -1.026
S  0.932  1.421  -0.099  0.653
S  -1.822  0.371  -0.048  0.670
H  1.020  -1.399  0.745  0.074
H  0.499  -1.376  -0.840  0.069
H  1.087  1.864  1.149  -0.164
H  -1.786  0.173  -1.384  -0.156

energy = -908.2030 hartree
HOMO level = -8.9 eV
total charge = 0
energy relative to the best compared isomer or geometry (same formula, charge and spin) = 1.3084 eV
LUMO = 0.7 eV
SMILES string = NN(S)S

---

[6]
DFT (the ωB97M-V functional and the def2-TZVPD basis) results for the ion C2H7BrN4 with charge +2 at a distorted geometry.

Last column: Löwdin charge in e.
Atoms and positions in Å:
C  -0.335  -0.807  0.092  -0.435
C  1.497  0.868  0.179  -0.617
N  -1.239  -0.974  -0.759  0.315
N  0.215  0.521  0.155  0.128
N  0.241  -1.666  0.855  0.229
N  1.965  2.092  0.487  0.214
Br  2.848  -0.452  -0.186  0.994
H  -1.644  -0.468  -1.532  0.190
H  -1.434  -1.959  -0.793  0.168
H  -0.401  1.229  0.637  0.225
H  -0.122  -2.616  0.857  0.170
H  1.119  -1.520  1.481  0.174
H  1.547  2.975  0.323  0.151
H  2.928  2.179  0.519  0.095

energy = -2872.7892 hartree
HOMO level = -19.9 eV
total charge = +2
energy relative to the best compared isomer or geometry (same formula, charge and spin) = 0.9508 eV
LUMO = -8.9 eV
SMILES string = NC(=[NH2+])NC(=[NH2+])Br